A 2-piece molecular cluster, H2N2 overall in a non-equilibrium geometry, computed with ωB97M-V/def2-TZVPD.

**Net charge**: 0
**Spin multiplicity**: 3
**Total energy**: -110.51012 hartree

Structure (XYZ):
```
4
Properties=species:S:1:pos:R:3:forces:R:3:nbo_charge:R:1
N -0.5307 -0.3339 0.0169 -5.55 3.00 -0.41 -0.288
N 0.6010 0.0982 0.0221 2.72 0.18 0.22 -0.400
H -1.4372 0.7981 -0.1201 2.37 -3.42 0.32 0.313
H 1.3669 -0.5623 0.0811 0.46 0.24 -0.12 0.375
```
Forces are in eV/Å.